Entry 1:
49
Properties=species:S:1:pos:R:3 method="wB97M-V/def2-TZVPD" e_above_lowest_ev=0.0000 orbital_gap_ha=0.278 total_energy_ev=-48792.388 e_lumo_ev=0.532 charge=0
C 2.36918 2.28960 -1.42213
C 1.13489 1.67244 -1.11109
N 0.94910 1.11413 0.15175
C 1.96284 1.13374 1.04935
C 3.16517 1.76812 0.77759
C 3.37150 2.35290 -0.47351
C 0.09493 1.59556 -2.07927
P -1.52630 1.09984 -1.61196
Al -0.88420 0.56566 0.69401
P 0.32947 -0.60664 2.45082
C 1.76306 0.51971 2.42465
O 1.91843 -0.66063 -3.23028
O 2.43291 -2.07277 -1.18314
H 2.48045 2.73317 -2.41786
H 3.92378 1.79697 1.55921
H 4.31250 2.84819 -0.70261
C -2.80948 2.35909 -1.84359
C -1.95909 -0.29776 -2.68102
H 2.66117 -0.03515 2.74033
H 1.55107 1.31359 3.16008
H 1.42057 0.18491 -3.07596
H 0.28431 2.09347 -3.03752
C -0.19758 -0.85189 4.16198
C 1.09168 -2.18149 1.96960
H 0.74484 -3.35886 -1.93753
H 3.34602 -2.41650 -1.20489
H 2.37725 -1.43797 -1.96968
H 2.44742 -0.54353 -4.03136
H -1.58548 1.75201 1.54031
H -0.01795 -3.32288 -1.82899
H -2.79992 2.72725 -2.88170
H -3.78682 1.90219 -1.61894
H -2.65390 3.18430 -1.13253
H -2.34981 0.08555 -3.63252
H -1.06678 -0.91268 -2.84621
H -2.71269 -0.91139 -2.17583
H 1.86791 -2.43820 2.70401
H 0.32046 -2.95922 1.98055
H 1.51350 -2.12542 0.95669
H 0.57674 -1.36842 4.74988
H -0.42384 0.12876 4.59829
H -1.12333 -1.44402 4.13307
C -4.09398 -0.76204 1.10754
C -2.77521 -1.44416 1.35124
O -2.57937 -2.28417 2.21715
O -1.80139 -1.01389 0.49822
H -4.86706 -1.27862 1.67593
H -4.34413 -0.78087 0.03905
H -4.05281 0.28803 1.43880

Entry 2:
98
Properties=species:S:1:pos:R:3 method="wB97M-V/def2-TZVPD" orbital_gap_ha=0.243 total_energy_ev=-78111.233 e_lumo_ev=-2.077 charge=0
C -2.97459 -0.53842 -0.67026
C -1.68615 -0.91754 -1.37771
C -0.43507 0.12532 -1.19569
O -0.38080 1.36666 -1.98318
S 1.02767 2.10502 -1.27966
O 0.62192 3.19744 -0.22756
O 1.77712 2.95821 -2.33073
O 1.84572 0.73487 -0.59086
C 1.11117 -0.42950 -1.18139
O 1.59173 -0.99974 -2.44839
C 2.89640 -0.45640 -2.85421
C 4.16912 -1.03837 -1.93882
C 5.38033 0.09986 -2.12546
C 5.21689 1.25331 -0.94612
B 1.04979 -1.79275 -0.21208
O 0.55904 -3.12408 -0.70650
O 1.52571 -1.79049 1.20617
C 0.51110 -1.22735 2.11018
C 1.30066 -0.04898 2.99445
H -3.65788 0.22790 -1.23320
H -3.26799 -0.93051 0.39919
H -1.64979 -1.93217 -1.96306
H -0.54435 0.55491 -0.08943
H 2.94183 0.70856 -2.95836
H 3.10533 -0.88596 -3.94854
H 4.50580 -2.11467 -2.25728
H 3.89367 -0.99002 -0.78436
H 5.17801 0.63193 -3.16274
H 6.45356 -0.35931 -2.04203
H 5.13394 0.71377 0.11243
H 4.23547 1.88682 -1.06337
H 6.14910 1.98070 -0.92124
H 1.08817 -3.41976 -1.50437
H -0.45984 -0.83511 1.58812
H 0.16440 -2.08882 2.85023
H 2.12847 0.37745 2.24758
H 1.88393 -0.64362 3.83378
H 0.57950 0.77486 3.40722
O 7.35746 -2.03361 -1.40819
H 7.15176 -2.79353 -1.97314
H 7.82652 -2.42241 -0.65466
O -4.88400 -2.01725 1.79472
H -4.95400 -2.69535 1.10606
H -5.44078 -2.35442 2.51256
O -2.03240 4.76488 -0.97264
H -1.14259 4.44284 -0.76410
H -2.36873 4.12305 -1.61601
O 0.03811 -6.21179 -1.79437
H -0.07659 -6.83567 -1.06185
H -0.05731 -5.34199 -1.37805
O -5.56858 0.55743 0.13837
H -5.40078 1.29486 0.74418
H -5.58489 -0.22064 0.71572
O 4.56360 3.12979 -4.39492
H 5.24754 3.15339 -3.70889
H 3.73968 3.28596 -3.90938
O -3.66478 4.09891 1.62310
H -3.41034 3.28804 2.08863
H -2.88807 4.31319 1.08477
O 4.40976 -2.71045 1.31234
H 4.21512 -3.25830 0.53713
H 3.57894 -2.24148 1.48201
O -6.47811 2.73661 1.77795
H -6.74683 3.51305 2.29165
H -7.26796 2.51144 1.26372
O -7.56174 1.92184 4.13985
H -8.39900 1.52608 3.85465
H -6.90536 1.53986 3.53797
O 2.33798 6.28493 -0.00589
H 2.26798 5.60683 -0.69454
H 1.78120 5.94776 0.71196
O -6.40792 -3.06842 4.49945
H -5.72397 -3.04482 5.18548
H -7.23184 -2.91225 4.98499
O -4.93103 0.09851 4.13014
H -5.00103 -0.57959 3.44148
H -5.48781 -0.23866 4.84798
O 3.08947 2.33668 3.35328
H 2.53985 3.13295 3.40660
H 3.12744 2.01695 4.26724
O 6.50331 4.60889 -1.40681
H 5.95370 5.40516 -1.35349
H 6.54129 4.28916 -0.49285
O 0.41847 -0.54784 -5.40025
H -0.13114 0.24844 -5.34694
H 0.45645 -0.86757 -4.48629
O -2.52411 -6.27321 -3.38647
H -1.59178 -6.38186 -3.14580
H -2.60274 -6.73734 -4.23346
O 0.44752 -4.82857 -4.71661
H -0.10209 -4.03230 -4.66329
H 0.48549 -5.14830 -3.80265
O 2.27033 6.46687 3.52283
H 2.72230 6.15755 2.72344
H 1.43602 6.83313 3.19302
O -7.01985 -5.64360 2.85412
H -6.85205 -4.90617 3.45993
H -7.03616 -6.42166 3.43147

Entry 3:
26
Properties=species:S:1:pos:R:3 method="wB97M-V/def2-TZVPD" e_above_lowest_ev=2.8378 orbital_gap_ha=0.311 total_energy_ev=-13093.601 e_lumo_ev=-5.601 charge=+1
C -1.25903 -0.33322 0.07359
C 1.51394 -0.35177 1.50355
C 2.32533 0.39226 -0.76962
C 0.57516 1.73327 0.52920
C -3.53974 0.43852 -0.35483
C 0.51658 -2.36238 -0.71240
C 1.09010 0.37349 0.18752
N -2.13917 0.29460 -0.74501
O -1.46368 -0.95807 1.07794
O 0.08584 -0.38358 -0.56831
H 1.35755 0.33773 2.24676
H 1.02721 -1.26863 1.73280
H 2.57045 -0.48071 1.35213
H 3.18954 0.84674 -0.17470
H 2.14463 0.78471 -1.81759
H 2.61294 -0.56313 -1.03726
H -0.08749 1.75164 1.39589
H 1.45875 2.34105 0.65475
H 0.01982 2.19898 -0.40622
H -3.63319 1.35752 0.31817
H -4.21516 0.59177 -1.24039
H -3.95297 -0.36110 0.35314
H -0.25917 -2.51463 -1.40172
H 1.60071 -2.10440 -0.85053
H 0.19831 -2.45506 0.35889
H -1.73728 0.69440 -1.70577

Entry 4:
9
Properties=species:S:1:pos:R:3 method="wB97M-V/def2-TZVPD" e_above_lowest_ev=1.6286 orbital_gap_ha=0.264 total_energy_ev=-19353.525 e_lumo_ev=3.941 charge=-1
C -0.07123 -0.65206 -0.35317
N 3.28618 0.02707 0.09341
N 1.26360 -1.02652 -0.39296
N 2.23890 -0.37408 -0.10014
N -0.17168 0.48552 0.30519
N -1.45149 0.93799 0.70931
S -1.24767 -1.76514 -0.86719
H -2.16081 0.39784 0.33375
H -1.68580 1.96937 0.27180

Entry 5:
17
Properties=species:S:1:pos:R:3 method="wB97M-V/def2-TZVPD" e_above_lowest_ev=2.0079 orbital_gap_ha=0.451 total_energy_ev=-10898.456 e_lumo_ev=-3.410 charge=+1
C 2.43394 -0.03070 0.68426
C -2.70584 0.21045 0.06702
C 1.04016 0.35168 0.29013
N 0.38346 -0.68386 -0.68694
O -4.00034 0.18175 0.28470
O -2.13418 -0.71917 -0.48004
O 0.85435 1.58759 -0.40754
H 2.57067 0.22662 1.79229
H 2.58182 -1.07027 0.54273
H 3.12510 0.34073 -0.04907
H -2.20772 1.01597 0.64381
H 0.87721 -0.44884 -1.61048
H -0.62387 -0.61596 -0.68089
H 0.60434 -1.58903 -0.20796
H -4.36246 -0.71004 -0.11675
H 0.47288 0.47352 1.26063
H 1.09049 1.47955 -1.32592

Entry 6:
18
Properties=species:S:1:pos:R:3 method="wB97M-V/def2-TZVPD" e_above_lowest_ev=6.6075 orbital_gap_ha=0.330 total_energy_ev=-26848.402 e_lumo_ev=-4.848 charge=+1
O 2.40112 1.28718 2.15433
N 2.46194 1.94684 1.17160
O 1.30694 2.70633 1.02415
C 0.80747 2.29126 -0.29272
C -0.07796 0.97586 -0.04837
N -1.18479 0.83465 0.87521
C -1.68607 -0.56345 0.77548
C -0.73851 -1.19294 -0.26236
P -0.67791 -2.96844 -0.90941
O 0.37762 -3.72188 -0.04222
N 0.24908 -0.24453 -0.79095
F 1.22631 -0.44666 -1.68026
H 1.72202 1.97476 -0.92738
H 0.15065 3.07765 -0.79551
H -1.57344 1.55050 1.51246
H -2.54737 -1.02788 1.36182
H -1.98715 -3.55707 -0.83569
H -0.22993 -2.92219 -2.29018